# C34H51AsBaF5N10O4P2Se

A structure of composition C34H51AsBaF5N10O4P2Se (ωB97M-V/def2-TZVPD, OMol25).

Results
**Lowest unoccupied orbital energy**: 2.08 eV
**Total charge**: -1
**Spin multiplicity**: 1
**Energy relative to the best compared isomer or geometry (same formula, charge and spin)**: 4.42 kJ/mol

Geometry as XYZ:
```
109
Properties=species:S:1:pos:R:3:forces:R:3:mulliken_charge:R:1
Ba -0.8807 0.3524 0.8932 -0.3643 -0.0575 -0.4127 -0.024
Se -2.2874 -2.1823 -1.1774 -0.0349 -0.0037 -0.1440 -0.180
As -1.8396 1.4915 -2.3885 -0.0122 0.1059 -0.0205 0.758
P 2.1548 -1.1711 -0.6243 0.0335 0.0978 0.0868 -0.795
P 1.0155 -2.6726 1.8415 0.2096 0.0545 0.0130 -1.000
F -7.3011 -1.0924 -2.3837 0.0138 -0.0032 0.0024 -0.330
F -5.8460 0.0557 1.9444 -0.0174 0.0037 -0.0024 -0.373
F -4.9058 -2.1223 -2.9367 0.0168 0.0242 -0.0058 -0.435
F -7.8163 0.0206 0.0415 0.0157 -0.0005 0.0038 -0.343
F -3.4595 -0.9889 1.4343 0.0315 0.0134 0.0234 -0.372
O -3.5677 2.5845 2.6231 -0.0374 0.0510 -0.0428 -0.359
O -0.4045 -2.2722 1.7730 0.0704 0.2948 0.1112 -0.886
O 1.9593 -1.8537 0.8262 -0.0460 -0.0499 -0.0656 1.613
O 1.0301 -0.2827 -0.9716 -0.1345 0.0152 0.2184 0.787
N 2.9622 1.1853 6.3542 -0.0033 0.0042 -0.0007 -0.620
N 0.5905 2.5474 1.0428 0.1005 0.0018 -0.0572 0.637
N 2.3411 1.8981 4.2467 0.0232 0.0312 0.0403 -0.516
N 2.3788 -2.4673 -1.6236 0.0750 -0.1146 0.0387 0.465
N 1.8594 -2.4168 3.2133 0.0564 -0.0421 -0.0148 0.629
N 1.1436 -4.2659 1.4744 -0.0192 -0.0260 0.0959 0.917
N 3.5891 -0.3997 -0.5152 -0.0082 0.0027 0.0186 0.115
N 0.3785 0.8511 3.2202 0.1590 0.0521 0.2916 1.107
N -0.8638 -0.6069 4.5241 -0.0581 0.1322 -0.0510 -0.176
N 0.9792 0.3675 5.4851 0.0498 0.0191 -0.0107 -0.836
C 2.4247 -4.9394 1.5147 -0.0035 -0.0029 -0.0234 -1.027
C 1.5171 -3.2016 4.3888 -0.0440 0.0150 0.0447 -1.281
C 4.7417 -1.1286 -0.0028 -0.0041 0.0003 -0.0161 -1.069
C 2.6424 4.4886 0.9317 -0.0202 0.0261 -0.0348 -0.541
C 3.1366 -2.2890 -2.8568 -0.0303 0.0439 -0.0178 -1.052
C 0.7354 3.3819 0.0060 -0.1009 0.0390 0.0554 -0.255
C 1.1835 -3.2921 -1.8189 -0.0029 0.0043 0.0108 -0.487
C 0.1520 2.6691 -5.3698 0.0046 0.0107 -0.0044 -0.174
C 2.9113 -1.4198 3.4086 -0.0025 -0.0220 -0.0105 -0.858
C -4.3704 -1.0076 0.4343 -0.0178 0.0174 0.0182 0.531
C -5.0817 -1.5786 -1.7246 -0.0073 0.0133 -0.0108 -0.072
C -2.1141 3.3574 -2.9405 0.0125 0.0062 -0.0222 -1.555
C -0.7115 0.4778 -5.7900 -0.0033 -0.0077 0.0018 -0.314
C 1.4335 1.8242 3.1735 -0.1054 -0.1464 -0.0646 -0.970
C -6.6044 -0.4899 -0.2218 -0.0275 0.0051 0.0101 0.621
C 2.5667 3.6795 2.0066 0.0128 -0.0346 0.0410 -1.144
C -4.0361 -1.5551 -0.8019 0.0772 -0.0242 0.0673 0.054
C -3.0395 1.6710 3.6184 -0.0042 -0.0176 0.0132 -0.379
C 1.6871 4.3591 -0.1392 0.0388 -0.0534 -0.1071 -0.787
C 0.0163 -5.0563 1.0048 0.0035 0.0073 -0.0121 -0.989
C -3.8027 3.4016 0.5219 0.0368 -0.0103 -0.0329 -1.316
C -3.1816 0.7124 -3.5722 -0.0299 0.0379 0.0289 -1.347
C 3.5775 1.0285 -0.1474 0.0025 -0.0211 -0.0102 -0.621
C 2.0569 1.1966 5.2844 -0.0332 -0.0072 -0.0134 0.255
C -3.2431 2.3343 1.3971 0.1001 -0.0315 0.0926 0.972
C 0.2290 0.2558 4.3835 -0.0568 -0.1457 -0.0247 -0.080
C 1.5269 2.6614 2.1064 -0.0212 -0.0817 0.0097 0.318
C -0.3933 2.0087 -7.6190 -0.0030 -0.0010 -0.0012 -0.469
C -6.3340 -1.0567 -1.4545 -0.0103 0.0030 -0.0041 0.311
C -0.1872 1.1163 -3.4218 0.0190 -0.0299 0.0320 -0.525
C 0.0780 2.9595 -6.7246 0.0018 -0.0028 0.0044 -0.719
C -5.6076 -0.4725 0.7351 0.0078 -0.0166 -0.0493 -0.063
C -0.2439 1.4254 -4.8784 -0.0112 -0.0154 -0.0101 0.236
C -0.7863 0.7642 -7.1446 0.0009 0.0065 -0.0017 -0.704
H 2.7098 1.5262 -0.5732 0.0007 0.0002 0.0026 -0.208
H 0.5298 3.4128 -4.6772 -0.0024 0.0024 0.0011 0.465
H -1.1531 0.0122 -7.8325 -0.0011 0.0010 -0.0010 0.390
H 2.7358 -5.2473 0.5106 0.0043 -0.0020 -0.0015 0.255
H 3.1861 -4.2735 1.9200 -0.0037 -0.0008 0.0045 0.208
H 3.9039 -1.8649 3.2713 0.0019 0.0092 -0.0083 0.298
H 2.5079 -1.8901 -3.6612 0.0066 0.0093 -0.0037 0.219
H 0.3938 3.9318 -7.0825 -0.0011 0.0001 -0.0011 0.388
H 0.5902 -3.7530 4.2265 0.0095 -0.0099 -0.0159 0.364
H -2.0960 3.4512 -4.0266 0.0068 0.0078 0.0009 0.500
H 0.0155 0.0616 -3.2382 -0.0143 -0.0081 0.0051 -0.024
H 3.5304 -3.2568 -3.1751 -0.0122 -0.0026 -0.0006 0.339
H -3.4135 0.6698 3.4139 0.0199 0.0323 0.0034 0.187
H -2.9320 3.9413 0.1299 -0.0193 0.0127 -0.0160 0.187
H 0.2535 -5.5204 0.0426 -0.0065 0.0017 -0.0025 0.337
H -4.2844 2.9442 -0.3450 -0.0006 -0.0193 0.0014 0.189
H 3.5458 1.1651 0.9377 0.0069 -0.0018 -0.0021 0.293
H 3.2646 3.7565 2.8294 0.0084 0.0176 -0.0121 0.378
H 1.3726 -2.5306 5.2385 -0.0012 0.0018 -0.0015 0.444
H -4.1658 0.9974 -3.1967 -0.0076 -0.0126 -0.0060 0.425
H 3.5400 2.0121 6.3617 0.0004 0.0001 -0.0032 0.283
H 2.8345 -1.0311 4.4225 0.0114 -0.0095 -0.0014 0.543
H -1.9508 1.7000 3.5945 0.0063 -0.0040 -0.0021 0.153
H -0.8561 -4.4182 0.8765 0.0006 -0.0033 0.0030 0.201
H 0.5678 -3.3102 -0.9209 0.0055 0.0044 -0.0215 -0.334
H 4.8035 -1.0593 1.0877 0.0026 0.0034 0.0029 0.195
H 3.9664 -1.6058 -2.6962 0.0119 -0.0069 0.0035 0.404
H 1.7080 4.9908 -1.0166 0.0073 0.0012 0.0008 0.421
H -4.4767 4.0964 1.0297 -0.0013 -0.0021 0.0040 0.369
H 2.3080 -3.9197 4.6356 0.0062 0.0082 -0.0076 0.297
H -1.3436 3.9953 -2.5059 -0.0068 0.0006 -0.0081 0.343
H -3.0975 -0.3725 -3.5417 0.0069 -0.0147 -0.0076 0.187
H -0.0012 3.2505 -0.7925 0.0057 -0.0002 0.0278 0.226
H -3.0656 1.0805 -4.5915 -0.0083 -0.0089 -0.0043 0.482
H -0.4508 2.2338 -8.6764 0.0009 0.0008 -0.0011 0.373
H 2.3739 -5.8302 2.1487 -0.0049 -0.0024 -0.0059 0.354
H -1.1303 -1.0801 3.6730 0.0775 -0.1626 -0.0014 0.115
H 1.4825 -4.3155 -2.0557 -0.0017 -0.0002 -0.0055 0.291
H -3.0845 3.6912 -2.5721 -0.0057 -0.0091 0.0052 0.425
H 5.6531 -0.7042 -0.4286 0.0020 0.0021 -0.0006 0.351
H -0.2178 -5.8515 1.7199 0.0060 0.0005 -0.0009 0.276
H -0.7463 -1.2314 5.3065 -0.0133 -0.0038 0.0044 0.366
H 2.4965 1.0108 7.2321 0.0055 -0.0034 -0.0005 0.267
H 0.5968 1.6838 -2.9166 -0.0056 -0.0111 -0.0040 0.441
H 3.4189 5.2451 0.8760 0.0050 -0.0019 0.0065 0.353
H -1.0232 -0.4942 -5.4235 0.0039 0.0007 -0.0026 0.425
H 0.5597 -2.9028 -2.6297 -0.0032 -0.0028 -0.0034 0.307
H 4.6831 -2.1802 -0.2839 -0.0034 0.0024 -0.0011 0.362
H -3.4046 2.0228 4.5786 -0.0039 -0.0091 0.0039 0.334
H 4.4828 1.4915 -0.5419 -0.0014 0.0080 -0.0023 0.456
H 2.7894 -0.5763 2.7338 0.0002 0.0146 0.0022 -0.186
```
Positions in Å, forces in eV/Å.